ORCA calculation (wB97M-V/def2-TZVPD) on 12 unconnected molecules or ions with the total composition CH26O14 in a non-equilibrium geometry.

```
41
CH26O14 (wB97M-V/def2-TZVPD)
O 25.4586 -26.1164 15.0071
O 26.1325 -32.4827 13.9440
O 26.2888 -28.4315 19.4332
O 29.7368 -22.4917 18.4435
O 22.8021 -29.8309 12.2937
O 23.8568 -22.5483 20.3414
O 22.3057 -23.3633 9.1695
O 25.6911 -24.1170 15.8134
O 22.0436 -29.5765 17.3586
O 24.4996 -19.6150 14.2858
O 19.4644 -24.6617 14.4923
O 30.3818 -27.0385 15.2616
O 24.4009 -24.4430 14.1729
O 27.0396 -27.3535 10.3005
C 25.1606 -24.8766 14.9955
H 25.7357 -32.6698 14.7948
H 22.5247 -29.5147 11.4338
H 27.2528 -26.4602 10.0305
H 22.0492 -24.2124 8.8096
H 19.4414 -24.9974 15.3884
H 24.1740 -22.7211 21.2308
H 26.8293 -27.2791 11.2313
H 26.7465 -27.7273 19.8982
H 29.4507 -26.9704 15.0504
H 26.4087 -28.1390 18.5268
H 25.5607 -31.8224 13.5526
H 23.8941 -21.6044 20.1704
H 22.6318 -23.5633 10.0469
H 23.3604 -29.1334 12.6373
H 29.0055 -22.5365 17.8231
H 25.1430 -19.0826 14.7591
H 30.7424 -26.1810 15.0362
H 29.5724 -23.0931 19.1735
H 21.3454 -30.1680 17.0778
H 24.4031 -22.9470 19.6602
H 25.3597 -28.4745 19.6713
H 22.5219 -29.3713 16.5552
H 24.8489 -20.5089 14.2660
H 29.7399 -21.6166 18.8383
H 20.3954 -24.5412 14.3050
H 24.4112 -19.2605 13.3980
```

Calculated values
- Charge: +2
- Orbital gap: 0.097 Ha
- Relative energy (zero: lowest compared OMol25 entry of this formula, charge and spin): 11.355 eV


ORCA calculation (wB97M-V/def2-TZVPD) on a molecular structure, CH28F3O25P2SZr in a non-equilibrium geometry.

```
61
CH28F3O25P2SZr (wB97M-V/def2-TZVPD)
Zr 2.0462 1.7459 -2.4840
S 0.6635 -0.1928 0.2242
P 2.0933 4.3312 0.0441
P 2.4000 -0.1123 -4.2459
F -1.5654 1.2816 0.4785
F -1.8974 -0.8582 0.6851
F -1.6760 -0.0325 -1.2416
O 2.8336 -1.1289 3.0236
O 4.0048 1.1127 -0.4592
O -2.9874 -3.6393 0.7460
O 0.1199 2.3944 3.4028
O 1.0470 0.0911 -3.4756
O -2.6533 2.2229 3.2869
O 1.3476 0.6218 -0.7706
O 0.8151 -3.3355 1.9694
O 2.2496 1.4504 -4.5476
O 3.1978 0.0912 -2.9230
O 3.6026 -1.6787 0.2516
O -4.5811 -1.3228 0.7846
O -1.4487 4.1098 -0.6855
O 2.8451 4.1740 1.4096
O 0.6415 4.7191 0.6209
O -0.4588 -4.3262 -0.8505
O 2.0918 3.1525 -1.0587
O -3.4124 -0.8565 3.3238
O 0.8093 -1.6339 0.0321
O 2.6101 -1.1182 -5.2963
O 2.5209 5.8283 -0.2528
O 0.9878 0.2010 1.5799
O -0.1613 2.2054 -2.3665
O -4.6241 -0.6262 -1.8996
O 2.0011 -2.6861 -2.1504
C -1.2053 0.0989 0.0206
H -4.5837 -1.2700 -0.1855
H -2.3833 -3.7543 -0.0032
H -4.7582 0.1818 -2.4034
H -0.8403 2.4050 3.5400
H 3.6310 0.4002 0.0742
H -2.7395 1.2807 3.1015
H -3.5438 -4.4230 0.7318
H -0.8847 1.7653 -2.8168
H 0.2377 -3.8397 -0.3837
H -3.5561 2.5275 3.4118
H 3.3179 -1.4836 2.2748
H -3.7287 -0.9091 -2.1295
H 1.3318 -2.3204 -1.5573
H -3.9958 -2.0691 0.9798
H 4.5576 -1.6786 0.3811
H -1.9423 3.9163 0.1119
H 2.1408 -0.5725 2.6126
H 3.4606 -2.1851 -0.5687
H 4.9553 1.0031 -0.3857
H 0.2862 1.7497 2.6951
H 0.9589 -2.5446 1.3906
H -3.2253 -0.6648 2.3948
H -0.5968 2.9486 -1.8233
H 0.0130 -4.8731 -1.4842
H 2.3090 -1.9173 -2.6525
H -4.2410 -1.3413 3.2980
H 0.0904 -3.0810 2.5475
H -0.5281 4.4649 -0.3276
```

Calculated values
- Charge: -3
- Orbital gap: 0.081 Ha
- Relative energy (zero: lowest compared OMol25 entry of this formula, charge and spin): 0.560 eV


ORCA calculation (wB97M-V/def2-TZVPD) on 15 unconnected molecules or ions with the total composition CH28O17 in a non-equilibrium geometry.

```
46
CH28O17 (wB97M-V/def2-TZVPD)
O 1.0955 1.7435 -2.0488
O -0.0545 -2.0885 -2.3638
O -2.4205 1.5945 1.9322
O 2.0535 -2.2325 0.5932
O -1.4785 -0.2685 0.0982
O -0.9445 -2.8275 0.5842
O 3.4725 -0.3805 -1.9728
O 0.1285 3.3885 1.2632
O -3.6415 -1.3045 1.3642
O 1.1075 -1.0655 2.8372
O 0.0795 0.7835 1.3422
O 0.0415 1.4385 3.9092
O -2.1825 2.0825 -1.1548
O 2.9595 1.0065 0.7442
O 0.7635 -0.2645 -0.5148
O -2.6025 -1.4255 -1.8558
O 1.3455 -0.4215 -4.2298
C -0.2475 0.1205 0.1842
H 2.9205 1.9125 0.4322
H -3.3925 -1.8355 2.1372
H -0.8865 -3.3205 -0.2498
H -2.8755 -0.8225 1.0952
H -0.1545 3.6675 2.1292
H -2.9775 -2.1775 -1.3948
H 1.4385 -1.5315 2.0482
H 0.1095 1.2335 2.9732
H 0.8305 -0.6955 -3.4778
H 0.8265 0.9445 -1.4838
H -2.1545 -0.9625 -1.1378
H 2.0605 0.6615 0.7162
H 1.7235 -1.5505 0.0562
H -1.6005 1.2225 1.5742
H -1.6365 2.7625 -0.8338
H 0.5905 -0.4335 2.3852
H 0.9325 1.7805 4.0132
H -1.9155 1.3185 -0.6688
H -1.0135 -2.1055 -2.3978
H 1.0535 2.5095 -1.4818
H 2.8305 0.0655 -1.3918
H 0.2085 2.4325 1.3432
H 0.2305 -1.3465 -1.8098
H -0.8445 -1.8875 0.4452
H -2.3725 2.4825 1.6432
H 3.3075 0.0005 -2.8398
H 1.6565 -3.0435 0.2152
H 1.6275 -1.1585 -4.7508
```

Calculated values
- Charge: -2
- Orbital gap: 0.335 Ha
- Relative energy (zero: lowest compared OMol25 entry of this formula, charge and spin): 0.000 eV